# 1
Here is C40H61BLaN3O7P2S3 as an isolated structure in a non-equilibrium geometry from the OMol25 dataset. Energies are from wB97M-V/def2-TZVPD.

Geometry (Å):
La -21.81853 -11.08802 -0.79410
C -16.94992 -8.48251 -2.65723
C -16.72690 -9.59536 -3.66937
C -15.24615 -9.74674 -3.98189
C -17.59213 -9.16552 -4.88253
P -17.53665 -11.24980 -2.98556
C -16.54138 -11.53075 -1.41683
N -16.88050 -10.75528 -0.29056
B -18.23107 -10.65786 0.27611
N -18.02890 -10.02691 1.58478
C -18.98522 -9.37024 2.40940
P -20.67993 -10.24003 2.36416
C -20.25698 -11.56254 3.64383
C -20.01342 -11.00548 5.10576
C -21.45330 -12.51771 3.66890
C -19.00097 -12.47342 3.22688
C -21.70892 -8.91924 3.28882
C -21.05193 -8.00744 4.30003
C -22.20102 -7.95559 2.18217
C -22.95009 -9.48128 3.91365
C -16.68410 -9.86061 1.80750
C -16.00897 -9.24993 2.84388
C -14.61448 -9.19705 2.75321
C -13.87493 -9.79228 1.73338
C -14.60264 -10.31081 0.67291
C -15.92434 -10.34456 0.65995
C -16.85842 -12.74650 -3.96878
C -17.14163 -12.46444 -5.49091
C -15.42117 -13.13456 -3.73977
C -17.73201 -13.89001 -3.50318
H -16.49857 -7.52623 -2.92035
H -16.59537 -8.64841 -1.67640
H -18.05102 -8.36483 -2.62133
H -14.73341 -8.78993 -4.04202
H -15.00601 -10.33880 -4.88263
H -14.71329 -10.20413 -3.20672
H -17.42210 -8.13346 -5.19161
H -18.64385 -9.23639 -4.58602
H -17.46699 -9.84564 -5.78602
H -15.44426 -11.51602 -1.60637
H -16.70477 -12.61037 -1.24833
H -19.09719 -8.36929 2.08124
H -18.70695 -9.44624 3.45459
H -20.89790 -10.62173 5.59018
H -19.33871 -10.16644 5.01857
H -19.49111 -11.84901 5.57649
H -22.32190 -11.92886 4.07340
H -21.29322 -13.37439 4.31369
H -21.55234 -12.92811 2.68777
H -18.07577 -11.88262 3.25235
H -19.09635 -13.00279 2.27325
H -18.78884 -13.14663 4.04974
H -20.26276 -7.45310 3.73558
H -20.61348 -8.42522 5.24410
H -21.65822 -7.17824 4.57740
H -21.44443 -7.64898 1.43652
H -22.69590 -7.05846 2.51541
H -22.84867 -8.60790 1.57815
H -22.72646 -10.05128 4.79495
H -23.56683 -9.99894 3.14474
H -23.68363 -8.69067 4.30629
H -16.53783 -9.00865 3.77045
H -14.11435 -8.78536 3.66399
H -12.84855 -9.92588 1.90738
H -14.00330 -10.74415 -0.13530
H -16.42125 -11.71637 -5.83155
H -18.18632 -12.24054 -5.62243
H -16.92855 -13.39303 -5.96161
H -14.63332 -12.45345 -4.04897
H -15.15071 -14.06357 -4.17339
H -15.17861 -13.27535 -2.65259
H -18.68073 -13.45926 -3.13203
H -17.22688 -14.39815 -2.68706
H -17.98430 -14.60044 -4.28889
S -24.28742 -10.71154 0.44914
C -24.91611 -12.16851 1.23760
C -25.99565 -12.00363 2.11912
C -26.51145 -13.12102 2.81391
C -25.94526 -14.34075 2.64878
C -24.89946 -14.53988 1.75078
C -24.29904 -13.42126 1.11773
S -22.71749 -13.59754 0.49212
H -26.38487 -11.00357 2.19692
H -27.37705 -13.12013 3.47353
H -26.29759 -15.27434 3.18720
H -24.41559 -15.45407 1.66956
C -25.73096 -6.73596 -6.40843
C -24.81256 -7.77102 -5.86913
C -23.80415 -8.43609 -6.68711
C -22.91449 -9.33240 -6.08308
C -23.01651 -9.63593 -4.73091
C -24.05006 -9.08428 -4.02307
C -24.87191 -8.12399 -4.53809
S -21.88007 -10.77199 -3.91376
O -22.82188 -11.48639 -3.01863
O -21.29521 -11.62014 -4.87897
N -20.91917 -9.94938 -3.02827
C -20.94100 -8.48328 -2.98968
C -22.00769 -7.87626 -2.07484
O -22.36073 -6.68214 -2.07207
O -22.49416 -8.67966 -1.18584
H -25.22101 -5.79097 -6.52189
H -26.53116 -6.44510 -5.71115
H -26.13057 -7.09055 -7.37270
H -23.75085 -8.10767 -7.78157
H -22.07932 -9.68955 -6.62400
H -24.16997 -9.39928 -2.98162
H -25.64671 -7.74566 -3.85958
H -21.06701 -8.03988 -3.96497
H -19.95547 -8.10978 -2.63680
O -19.19526 -11.79824 0.11093
O -19.40163 -10.37997 -0.50944
C -21.77071 -14.48713 -3.31407
O -21.32569 -13.81937 -2.15471
H -22.27327 -15.37632 -2.99352
H -20.94424 -14.92964 -3.87519
H -22.34597 -13.80858 -3.83010
H -21.84119 -14.23446 -1.42361

The value obtained for the HOMO-LUMO gap is 6.0 eV. For the energy above the lowest of the compared OMol25 structures with the same formula, charge and spin, the calculation gives 0.2891 eV. As for the LUMO energy: 4.05 eV. As for the total charge: -2. The calculation puts the total energy at -4185.65080 hartree.

# 2
Here is a 3-piece molecular cluster, C40H61Cl3N2O6 overall in a non-equilibrium geometry from the OMol25 dataset. Energies are from wB97M-V/def2-TZVPD.

Geometry (Å):
C -3.59386 1.15084 5.82518
C -2.99203 -0.02909 6.35898
C -1.49309 -0.36207 5.87274
O -0.90620 0.50814 5.18560
O -0.94916 -1.59209 6.30120
C 0.37696 -1.81870 5.76445
C 1.53712 -0.97030 6.53603
C 2.81683 -0.95778 5.55284
C 3.07059 0.48666 4.85727
C 4.54658 0.60336 4.22789
C 4.59183 0.98061 2.66881
C 3.64016 0.10921 1.73867
C 3.33957 -1.24721 2.06171
C 2.37448 -2.18777 1.23554
O 1.79144 -3.20992 1.71244
C 2.07700 -1.80778 -0.27587
C 1.50808 -2.90889 -1.18956
C 1.24413 -2.55227 -2.68380
C 0.67078 -3.72347 -3.61037
O -0.79086 -3.75173 -3.58074
C -1.26479 -4.47166 -2.44513
C -1.99711 -3.71161 -1.21813
O -1.18575 -5.72824 -2.33195
C 1.57693 -1.11567 -3.14700
C 1.30659 -0.78514 -4.69766
Cl -0.20275 0.12689 -5.22054
C 2.29630 -1.21706 -5.63592
C 3.61613 -1.96607 -5.12644
Cl 2.05807 -0.91438 -7.42154
C 2.14294 0.01006 -2.20415
C 2.47393 1.47091 -2.78020
C 1.19436 2.43771 -2.73571
C 1.31511 3.75256 -3.64867
Cl 3.01378 4.08862 -4.26531
C 2.38899 -0.34453 -0.72122
C 2.94742 0.65779 0.38645
O 2.89816 1.91383 0.26118
H -4.66593 1.11483 5.45228
H -2.91301 2.07056 5.75072
H -3.46901 -0.72761 7.12014
H 0.70155 -2.92392 5.84471
H 0.45435 -1.53887 4.65728
H 1.18245 0.06260 6.85881
H 1.83628 -1.64056 7.42959
H 3.76099 -1.28314 6.13312
H 2.63543 -1.79284 4.77962
H 2.29447 0.68257 4.04614
H 2.98373 1.25560 5.70630
H 5.09660 1.44555 4.79362
H 5.13412 -0.35528 4.42365
H 4.45922 2.11339 2.54799
H 5.67316 0.76517 2.31476
H 3.82774 -1.67757 2.99252
H 1.27075 -3.96620 -0.82629
H 1.09581 -3.71895 -4.66832
H 1.01760 -4.71382 -3.12664
H -2.55662 -4.46221 -0.55155
H -1.24441 -3.16574 -0.54898
H -2.80280 -3.01109 -1.64152
H 3.28222 -2.98916 -4.73690
H 4.13336 -1.37516 -4.28417
H 4.38352 -2.12201 -5.97405
H 2.86559 1.32628 -3.85879
H 3.37459 1.86394 -2.18498
H 0.29126 1.84496 -3.13199
H 0.96043 2.71697 -1.65518
H 0.96601 4.71825 -3.12400
H 0.60928 3.61173 -4.54513
C -4.50789 -5.23136 8.32324
C -5.82246 -4.51804 8.61497
N -6.07945 -3.37902 7.73955
C -7.17689 -2.53168 8.19904
C -8.57594 -3.14360 8.24069
C -6.06070 -3.65291 6.30615
C -7.02300 -4.71034 5.76913
H -3.66624 -4.53347 8.34882
H -4.32828 -6.00015 9.07913
H -4.51886 -5.72876 7.35028
H -5.76911 -4.16011 9.64899
H -6.63930 -5.24992 8.57919
H -7.20865 -1.62040 7.59099
H -6.93153 -2.18227 9.20922
H -9.00253 -3.24562 7.24256
H -9.24591 -2.48755 8.80517
H -8.59051 -4.11933 8.73059
H -5.04265 -3.94984 6.02854
H -6.22108 -2.71828 5.75579
H -7.03723 -5.61475 6.38117
H -6.71582 -5.00728 4.76143
H -8.04074 -4.32797 5.68882
C 2.69756 4.07164 -7.79372
C 1.93653 4.75798 -8.92143
N 1.72513 6.18541 -8.70324
C 0.75925 6.77527 -9.62626
C 1.11692 6.79325 -11.11136
C 2.92282 6.98252 -8.46002
C 4.01912 6.96595 -9.52334
H 2.21196 4.24164 -6.82909
H 2.72539 2.99275 -7.96868
H 3.73246 4.41693 -7.72846
H 0.96024 4.26606 -8.99380
H 2.45501 4.56453 -9.86925
H 0.53188 7.79837 -9.30602
H -0.18740 6.23301 -9.51402
H 1.87187 7.54700 -11.33636
H 0.22958 7.04954 -11.69869
H 1.47125 5.82366 -11.46729
H 3.36542 6.65325 -7.51270
H 2.63332 8.02234 -8.26774
H 4.23710 5.95909 -9.88602
H 4.94650 7.36433 -9.09977
H 3.76551 7.59608 -10.37608

The value obtained for the HOMO-LUMO gap is 6.4 eV. As for the LUMO energy: -1.62 eV. The calculation puts the total energy at -3501.85704 hartree. The SMILES is C=CC(=O)OCCCCCCC1=CC(=O)c2cc(COC(C)=O)c(/C(Cl)=C(\C)Cl)c(CCCCl)c2C1=O.CCN(CC)CC.CCN(CC)CC.